Entry 1:
C26H41N2O2 | ωB97M-V/def2-TZVPD

Structure (XYZ):
```
71
Properties=species:S:1:pos:R:3:forces:R:3:mulliken_charge:R:1
C -0.301907 2.338986 -0.057084 0.0560 0.1313 -0.0103 -1.47
C 0.010260 3.488713 -1.008617 -0.6140 -0.0830 0.0692 0.36
C -0.789330 3.275604 -2.289206 0.0914 0.2032 0.0838 -1.54
N 1.488268 3.538027 -1.272364 0.0474 -0.3096 -0.2330 1.51
C 2.278164 3.844223 -0.059598 0.3741 0.1493 0.5225 -0.67
C 3.277864 2.676676 0.193378 -0.0014 0.1367 -0.0196 -0.83
N 2.747750 1.495194 -0.445038 0.1503 -0.3155 0.4083 -0.14
C 3.612556 0.667610 -1.258356 -0.1164 -0.2683 -0.4309 -0.92
C 2.770938 -0.000931 -2.360486 0.1716 -0.5628 0.4305 -0.21
O 1.969205 1.012162 -2.940900 -0.2051 0.1440 -0.2119 -0.44
C 1.929874 -1.173949 -1.834836 0.2457 0.1125 -0.3734 -0.94
O 1.133507 -0.747464 -0.754739 -0.0668 -0.0357 0.1991 0.02
C 0.388396 -1.700704 -0.083229 -0.0891 -0.0608 0.0911 0.68
C -0.261283 -1.264849 1.068786 0.1018 0.0192 -0.1190 -0.91
C -1.040695 -2.136869 1.796527 0.1653 0.0515 -0.1116 -0.26
C -1.200053 -3.465273 1.406761 0.0744 -0.0762 -0.1575 -0.29
C -2.046079 -4.381144 2.273159 0.0317 -0.1802 0.0861 2.86
C -2.418411 -5.695617 1.573162 0.1097 0.1350 0.0469 -2.14
C -1.207685 -4.713880 3.516231 -0.1509 0.0022 -0.1068 -2.14
C -3.349085 -3.668143 2.603050 -0.0511 0.0250 0.0439 -0.44
C -4.052102 -3.060247 1.566175 -0.0859 -0.0094 0.0185 0.05
C -5.259379 -2.429127 1.797355 -0.0138 0.0086 -0.1156 -0.92
C -5.791347 -2.395174 3.075456 -0.0686 0.0295 0.0946 -0.41
C -5.104750 -2.999422 4.112290 -0.1395 0.0548 0.0598 -0.81
C -3.894491 -3.632066 3.878437 0.1111 -0.0396 -0.0465 -0.10
C -0.538109 -3.886366 0.265013 -0.1676 0.0240 0.2419 -0.44
C 0.248875 -3.019777 -0.479531 0.2823 0.2839 -0.2711 -1.17
C 1.881625 4.350633 -2.467408 0.2372 0.4004 -0.3938 0.27
C 3.348171 4.128810 -2.809976 -0.1904 -0.1021 0.0596 -1.21
C 1.564226 5.830544 -2.290759 -0.1011 -0.2535 -0.0042 -1.46
H -0.050538 1.389208 -0.522010 0.0174 -0.1250 -0.0442 0.21
H -1.365839 2.336733 0.163524 -0.0688 0.0408 0.0084 0.59
H 0.222108 2.419708 0.890333 0.0657 -0.0374 0.1559 0.38
H -0.274426 4.441389 -0.549986 0.1368 -0.0646 -0.0411 0.45
H -0.405375 2.417789 -2.835028 0.0304 -0.1123 -0.0901 0.24
H -1.821852 3.066977 -2.023109 -0.0553 -0.0193 0.0504 0.47
H -0.795695 4.147169 -2.936389 0.0212 0.0521 -0.1057 0.36
H 1.794254 2.511174 -1.431613 -0.2763 0.4252 -0.0121 -0.65
H 2.817091 4.781007 -0.178259 -0.0911 -0.0067 -0.0326 0.37
H 1.610268 3.959878 0.791632 -0.0354 0.0195 -0.1272 0.46
H 4.244226 2.918804 -0.252450 -0.0488 -0.0108 0.0323 0.37
H 3.431503 2.559422 1.269893 0.0099 0.0342 -0.1017 0.42
H 2.183052 0.915547 0.163324 -0.0198 0.0920 -0.0374 0.10
H 4.136853 -0.111056 -0.690815 0.0153 0.0859 -0.0507 0.45
H 4.363333 1.303018 -1.733509 -0.0153 -0.0292 0.0602 0.46
H 3.455436 -0.415402 -3.115645 -0.0723 0.0050 0.1402 0.35
H 1.434664 0.615982 -3.638016 0.0268 0.0416 -0.0364 0.34
H 1.296802 -1.553103 -2.651324 0.0719 -0.0280 0.0826 0.47
H 2.608477 -1.977829 -1.521330 -0.0617 0.0225 -0.0452 0.58
H -0.149129 -0.239104 1.383773 0.0227 0.1522 0.0416 0.40
H -1.544170 -1.778856 2.681895 -0.0718 0.0487 0.0930 0.47
H -2.902005 -5.506603 0.617908 -0.0530 -0.0270 -0.1130 0.47
H -1.540609 -6.317772 1.415138 0.0966 -0.1035 -0.0678 0.45
H -3.114906 -6.248496 2.199811 -0.0292 -0.0482 0.0366 0.42
H -0.245643 -5.117079 3.205102 0.0533 -0.0405 -0.0109 0.43
H -1.704418 -5.462455 4.127630 -0.0409 -0.0692 0.1361 0.47
H -1.026317 -3.825425 4.116252 0.0349 0.0669 0.1065 0.46
H -3.643548 -3.079656 0.565210 0.0317 0.0110 -0.0927 0.39
H -5.788809 -1.965333 0.977696 -0.0450 0.0332 -0.0647 0.39
H -6.735163 -1.904443 3.259709 -0.0761 0.0411 0.0209 0.40
H -5.512064 -2.982736 5.112442 -0.0359 0.0042 0.0809 0.39
H -3.384764 -4.097713 4.706725 0.0935 -0.0555 0.0834 0.35
H -0.624947 -4.905702 -0.073752 -0.0443 -0.1362 -0.0232 0.40
H 0.739256 -3.396504 -1.363366 0.0548 -0.0056 -0.0925 0.40
H 1.300337 3.956228 -3.301644 0.0031 -0.0304 0.1671 0.35
H 3.543718 3.069760 -2.946409 0.0969 -0.1154 -0.0358 0.16
H 3.568011 4.631265 -3.747850 0.0062 0.0518 -0.0658 0.50
H 4.018950 4.533457 -2.057957 0.0994 0.0743 0.1191 0.26
H 1.785970 6.349130 -3.219252 0.0207 0.0320 -0.0810 0.48
H 2.165207 6.288646 -1.509893 0.0715 0.0500 0.0813 0.29
H 0.515731 5.996798 -2.062046 -0.1281 0.0666 0.0243 0.36
```
Positions in Å, forces in eV/Å.

HOMO-LUMO gap = 8.5 eV
Total charge = +1

Entry 2:
C4H16KN8O4 | ωB97M-V/def2-TZVPD

Structure (XYZ):
```
33
Properties=species:S:1:pos:R:3:forces:R:3:mulliken_charge:R:1
K 10.312050 23.247650 0.065580 0.3280 -0.4779 -0.0237 0.99
C 11.698240 22.820410 -3.592600 -0.5691 -1.2199 1.1368 0.51
O 10.992650 23.290310 -2.700730 -0.7862 1.3907 2.8319 -0.65
N 11.345720 22.954140 -4.794480 -1.8954 1.6393 -5.4863 -0.33
N 12.688060 21.984680 -3.449960 2.1787 -1.0461 2.3426 -0.39
H 10.459130 23.414590 -4.942920 0.2161 -0.1211 -0.5539 0.14
H 11.939650 22.666750 -5.559170 -0.4291 0.2031 -0.0571 0.21
H 12.862970 21.803870 -2.471790 0.5823 -0.5181 -0.1563 0.16
H 12.938990 21.341510 -4.187160 0.1004 0.1092 0.4430 0.21
C 13.664580 21.140000 -0.109550 0.0906 0.2444 0.9160 0.55
O 12.720100 21.875690 -0.082980 -3.2466 2.6179 -0.6875 -0.56
N 13.646810 19.908770 0.267780 -0.6451 -5.1717 1.8598 -0.45
N 14.885810 21.460070 -0.398520 3.4063 2.1815 -1.7242 -0.40
H 12.826560 19.451030 0.638950 0.0125 0.3717 -0.1476 0.22
H 14.512770 19.600910 0.686620 -0.3209 -0.4929 -0.0968 0.21
H 15.518360 20.702750 -0.614010 0.2361 0.6242 -0.0952 0.21
H 15.096720 22.409420 -0.671200 0.2120 -0.2804 -0.0026 0.23
C 8.130270 24.782800 -3.654370 -1.5033 -5.0566 -2.0372 0.74
O 8.042540 23.742490 -4.322960 1.1302 2.9394 1.2938 -0.53
N 7.124800 25.657590 -3.478870 -1.7610 0.9704 -1.0180 -0.24
N 8.929820 25.107890 -2.625200 0.8428 1.1260 0.4682 0.05
H 6.256310 25.436880 -3.944820 -0.4867 0.3710 -0.0511 0.29
H 7.274680 26.502700 -2.946490 -1.0101 0.3201 -0.3970 0.23
H 8.573460 25.988880 -2.283180 1.8237 -0.1103 1.3060 0.21
H 9.745310 24.571530 -2.365600 1.0915 -0.8439 -0.0087 0.32
C 7.038370 21.814460 -0.819240 -4.5074 -5.4738 2.2729 0.63
O 7.486280 22.868970 -0.859650 5.1917 8.8655 -1.4027 -0.59
N 5.990180 21.660150 -0.011480 -2.1927 0.4305 1.2824 -0.46
N 7.436810 20.769840 -1.445800 2.9058 -4.0364 -3.0843 -0.30
H 5.602170 22.583650 0.117790 -0.4959 -0.4973 0.7701 0.21
H 5.520390 20.846030 0.358090 0.2103 0.0815 -0.4828 0.17
H 7.029640 19.849500 -1.531200 -0.5969 0.4732 0.5589 0.20
H 8.289230 20.808020 -1.986190 -0.1124 0.3868 0.0308 0.20
```
Positions in Å, forces in eV/Å.

2S+1 = 2
HOMO-LUMO gap (alpha / beta) = 9.5 / 4.1 eV
Total charge = +2

Entry 3:
C3H6CoO3 | ωB97M-V/def2-TZVPD

Structure (XYZ):
```
13
Properties=species:S:1:pos:R:3:forces:R:3:mulliken_charge:R:1
C 0.627550 -1.603222 0.321926 -0.3164 0.7833 0.4456 -0.63
C 0.065840 -0.523423 0.853147 0.2902 -1.8778 0.6402 0.04
O 0.544994 0.739040 0.502905 0.4120 1.1049 -0.6135 0.07
C -0.054194 1.810918 0.978934 -0.7502 -0.6485 0.5200 -0.20
O 0.613826 2.791457 0.389938 0.6031 0.5448 -0.4656 -0.22
Co 2.150441 1.825126 -0.806005 0.0556 -0.1477 -0.0242 0.67
H 0.295102 -2.581729 0.665294 0.0642 0.2971 -0.2954 0.26
H 1.415680 -1.525592 -0.427873 -0.2120 -0.1452 0.1989 0.18
H -0.682951 -0.498392 1.643817 0.1350 0.0834 -0.3499 0.41
H 0.282668 3.669173 0.627153 -0.0994 0.0745 0.1355 0.41
H -2.082805 -0.855650 -1.067061 0.0743 -0.7088 -0.3885 0.31
O -1.829856 -1.724202 -1.437411 -0.1300 0.6595 0.2965 -0.62
H -1.346295 -1.523503 -2.244763 -0.1265 -0.0195 -0.0995 0.32
```
Positions in Å, forces in eV/Å.

2S+1 = 5
HOMO-LUMO gap (alpha / beta) = 8.8 / 7.0 eV
Total charge = +1

Values of largest force on an atom, in order: 0.73 10.37 2.01, all in eV/A.
Values of energy above the lowest of the compared OMol25 structures with the same formula, charge and spin, in order: 1.0 0.0 128.0, all in kJ/mol.